Formula: C10H13NO4
Source: OMol25
Level of theory: ωB97M-V/def2-TZVPD

```
28
Properties=species:S:1:pos:R:3
O -3.38 1.12 -0.74
O 2.76 -0.14 -0.60
O 1.22 -1.39 -1.67
O -1.32 -1.06 1.22
N 2.58 -0.26 2.10
C 0.07 -2.17 -1.46
C -2.66 1.23 0.26
C 1.24 -0.27 1.79
C -1.16 1.07 0.24
C -0.67 -0.41 0.16
C -0.53 1.90 -0.83
C -1.04 -1.20 -1.12
C 0.74 2.47 -0.74
C 1.67 -0.68 -0.62
C 0.78 -0.46 0.49
H -0.87 1.50 1.20
H -1.22 -0.53 -1.96
H 1.17 3.07 -1.54
H 3.20 -0.10 1.30
H -0.20 -2.71 -2.38
H 0.28 -2.87 -0.67
H -2.00 -1.72 -0.88
H 2.85 0.07 3.02
H -1.13 -2.01 1.19
H -3.15 1.32 1.22
H 0.52 -0.12 2.61
H 1.39 2.33 0.13
H -1.12 2.04 -1.73
```

Values from the calculation:
2S+1	1
structure (SMILES)	C=C[C@@H](C=O)[C@@]1(O)CCOC(=O)/C1=C\N
E	-20259.2802	eV
LUMO	0.0206	hartree
HOMO-LUMO gap	9.07	eV